A cluster of 4 separate species, C24H25BrCl6O2 in total. Source: OMol25; level of theory: ωB97M-V/def2-TZVPD.

Results
Total energy in eV: -174563.6059
HOMO energy in eV: -8.70
Structure (SMILES): Cc1ccccc1CC1=C(Br)C(=O)c2ccccc2C1=O.ClCCCl.ClCCCl.ClCCCl
Largest force on an atom in eV/A: 3.1
Orbital gap in eV: 7.840
E_LUMO in eV: -0.9

Element x y z (Å)
Br  -2.068788  2.744721  0.288037
Cl  4.801686  -2.193009  2.532162
Cl  4.863752  1.059578  -0.425028
Cl  2.719359  0.511249  2.555942
Cl  1.168817  -4.876484  0.081640
Cl  6.143584  3.790939  1.156955
Cl  2.022298  -7.349232  2.271894
O  -3.017393  -1.998506  -1.894353
O  -0.337573  0.199604  1.644033
C  5.274094  -0.474447  2.448082
C  0.174618  -0.899437  -0.479735
C  -6.457725  3.353590  -0.444745
C  2.958556  -5.881575  1.893793
C  -4.880934  1.444360  -1.150110
C  4.898283  3.778971  -0.117618
C  -0.600921  0.076405  0.473772
C  2.168785  -2.104551  -1.383372
C  -5.279910  2.861740  -1.202119
C  -3.660088  0.997505  -2.009468
C  -0.641253  -1.537473  -1.540155
C  4.000131  2.567333  -0.023578
C  -2.169143  -1.191805  -1.600760
C  -1.757105  0.874096  -0.234406
C  2.069295  -4.692929  1.607179
C  -6.791947  0.984312  0.453929
C  4.354645  0.410332  3.259459
C  -5.641186  0.520980  -0.302201
C  -7.200226  2.405412  0.377435
C  -0.087193  -2.438217  -2.538370
C  1.362139  -2.702346  -2.458760
C  -4.512074  3.952049  -2.047047
C  -2.511404  0.295553  -1.212315
C  1.595159  -1.193030  -0.371908
H  1.819412  -3.365995  -3.235593
H  5.400822  3.832061  -1.082935
H  3.265549  -2.332378  -1.353935
H  4.750429  1.426714  3.286755
H  -0.764142  -2.866857  -3.307634
H  2.194970  -0.736490  0.446552
H  -3.530713  4.211523  -1.556114
H  -4.050469  0.230066  -2.743702
H  1.347148  -4.530895  2.406771
H  4.257268  0.054187  4.284552
H  4.306592  4.686215  0.008594
H  -4.283217  3.500906  -3.046698
H  -8.085310  2.757935  0.963304
H  3.583599  -5.672554  2.763037
H  6.289862  -0.406042  2.839916
H  5.294995  -0.180200  1.395183
H  -3.199083  1.806422  -2.626613
H  -5.318112  -0.548951  -0.241560
H  3.577480  2.458211  0.974008
H  3.611745  -6.104859  1.050690
H  -5.149534  4.853186  -2.214954
H  -7.398261  0.335592  1.126538
H  -6.735707  4.430178  -0.518428
H  2.676517  -3.792246  1.507943
H  3.177822  2.658583  -0.733941

Atoms 1-6, force components in eV/Å:
0.500 -1.663 -0.090
-0.056 -0.085 -0.014
-0.053 0.241 -0.497
-0.082 -0.042 0.252
-0.093 -0.193 0.114
0.034 -0.051 0.024



A structure of composition C24H25BrMnN5O. Source: OMol25; level of theory: ωB97M-V/def2-TZVPD.

Results
Total energy in eV: -136126.8858
Net charge: +3
HOMO energy (alpha / beta) in eV: -16.75 / -16.75
Spin multiplicity: 2
Largest force on an atom in eV/A: 0.3
Orbital gap (alpha / beta) in eV: 6.286 / 6.271
⟨S²⟩: 0.828
E_LUMO (alpha / beta) in eV: -10.5 / -10.5

Element x y z (Å)
Br  -1.976091  8.859766  4.529782
Mn  -0.180628  -2.695646  -0.971578
O  0.569952  -2.161552  0.834117
N  -0.271268  -0.641759  -1.107512
N  1.675909  -3.169610  -1.660529
N  0.475740  3.099893  1.780508
N  0.783154  4.239350  1.998332
N  3.734496  -3.408370  -2.330255
C  -1.233446  5.101610  3.079491
C  3.213582  -1.181654  -1.359431
C  0.043610  1.334678  0.229915
C  1.845610  -4.456233  -2.168531
C  0.164579  7.552841  3.239576
C  -1.249577  -4.503348  0.232645
C  -2.096372  -3.318636  -0.114212
C  -0.658975  1.518974  -2.043757
C  0.955798  -0.405839  2.373302
C  0.474353  1.852651  1.545966
C  -2.357814  -2.943895  -1.398064
C  -1.697405  -3.669630  -2.533805
C  0.532705  -0.957883  1.100750
C  2.850467  -2.559949  -1.780724
C  -0.336486  2.133155  -0.850699
C  -1.830075  6.180693  3.655788
C  0.774032  6.475467  2.657553
C  -3.335837  -1.861790  -1.728081
C  -0.618594  0.129491  -2.134384
C  0.067935  -0.039115  0.049797
C  0.085273  5.237886  2.569842
C  -1.137328  7.411329  3.738895
C  0.918480  0.916306  2.583890
C  3.122815  -4.608435  -2.583724
H  -2.196820  -3.484356  -3.483330
H  -2.832220  6.113871  4.055825
H  -2.581728  -2.796228  0.701232
H  -0.649561  -3.294082  -2.761872
H  -2.994915  -1.237976  -2.554383
H  -4.268730  -2.324968  -2.059708
H  -1.756685  4.155381  3.015473
H  1.052053  -5.183360  -2.205632
H  -0.269552  -4.564466  -0.314125
H  3.707519  -0.646732  -2.170902
H  3.895999  -1.208718  -0.508645
H  -0.995762  -4.534101  1.287732
H  4.697258  -3.188864  -2.538711
H  2.325994  -0.624530  -1.078290
H  1.230736  1.341720  3.529523
H  -0.863587  -0.367749  -3.063687
H  -0.941163  2.100891  -2.910171
H  1.301715  -1.096822  3.131396
H  -3.563956  -1.240277  -0.863676
H  -1.714133  -5.449831  -0.054841
H  -0.367281  3.212153  -0.765169
H  0.673862  8.502770  3.319063
H  3.636716  -5.445562  -3.022104
H  1.778774  6.545076  2.261534
H  -1.613124  -4.743967  -2.381384

Atoms 1-6, force components in eV/Å:
0.108 -0.191 -0.104
-0.200 -0.163 -0.053
-0.116 -0.027 -0.046
0.017 0.034 -0.030
-0.043 0.023 -0.020
-0.062 -0.006 -0.204